Record 1
{"formula": "C17H23N4O6S3", "method": "wB97M-V/def2-TZVPD", "homo_ev": -10.96, "homo_lumo_gap_ev": 5.69, "total_charge": 1, "fmax_ha_per_bohr": 0.21888, "energy_ev": -68727.11266, "species": ["H", "H", "C", "H", "O", "C", "H", "C", "C", "H", "H", "N", "H", "C", "O", "H", "N", "H", "C", "H", "N", "C", "N", "C", "H", "H", "C", "H", "S", "C", "H", "C", "H", "O", "H", "C", "H", "C", "O", "H", "H", "C", "C", "C", "H", "C", "S", "H", "O", "H", "S", "H", "O"], "positions_angstrom": [[-1.47752, 3.92873, -4.64737], [1.20567, 3.09887, 0.65137], [-0.04682, 1.37820, -0.16593], [-5.59840, -1.52507, 3.27508], [-1.56786, 3.52960, -2.60809], [2.75443, -3.63208, 0.54191], [0.70166, 0.04220, -1.85639], [3.21777, -3.33473, -1.02364], [0.17521, -0.11830, -0.79722], [-0.14977, 1.63097, 2.65899], [4.11904, -1.46733, -2.44677], [2.77708, -2.56104, 1.64999], [-1.44637, -0.95458, -2.31967], [1.62642, 0.20321, 2.91272], [-2.83561, 2.05904, -1.04165], [-2.17883, 2.35702, -4.17231], [-3.30398, -1.78862, 3.60640], [0.83572, -0.83941, -0.15469], [3.20858, -0.04509, 2.54600], [1.04073, -0.75146, 2.51621], [-0.45184, -4.95687, 1.54538], [-3.50418, 4.04698, -3.82659], [-2.31573, -2.01641, 2.63184], [-2.11533, 3.42082, -3.92005], [1.53082, 0.21919, 4.10167], [3.74048, -0.59330, 3.46226], [-2.84276, -2.09294, 1.18863], [2.48316, -2.75606, 2.63829], [3.13272, -4.65802, -2.39842], [-4.57400, -1.71484, 2.73570], [1.77289, -4.69527, -2.82552], [3.76752, -1.81875, -1.38343], [3.81540, 0.92556, 2.30195], [2.25886, -4.97578, 0.98259], [-2.18296, 0.01354, -0.87228], [3.25023, -1.16553, 1.30884], [-4.16619, 3.70426, -4.62630], [1.20363, 1.91183, 0.77790], [-4.01523, 3.65270, -2.55436], [4.12647, 0.42315, -0.28542], [2.26939, 1.56840, 0.36922], [3.78527, -0.70961, -0.17607], [0.79145, -4.78803, 1.23569], [1.00890, 1.62617, 2.38044], [-1.09732, 1.50763, 0.37578], [-1.32637, -0.75460, -1.16201], [-2.77720, 3.42287, -1.51881], [-0.07891, 2.12770, -1.09421], [-2.69857, 4.56311, -0.63560], [-3.44585, 5.14003, -3.84633], [-1.69563, -2.36200, -0.27417], [1.59572, 2.49189, 2.95395], [-4.30197, -1.91794, 1.28455]], "forces_ev_per_a": [[0.01, 0.01, 0.35], [0.03, -2.57, 0.33], [0.74, 0.65, -0.42], [1.93, -0.51, -2.04], [-0.69, 0.30, 0.80], [0.65, 1.90, -1.21], [-0.85, -0.49, 2.38], [-0.60, 2.61, 2.76], [-0.94, 0.56, -1.16], [2.62, 0.17, -0.58], [-0.83, -1.17, 2.22], [1.81, 1.37, -5.20], [0.31, 0.16, 2.44], [-0.24, -0.08, 0.75], [-0.26, 1.83, -0.37], [-0.03, 0.11, -0.07], [-3.90, -0.40, -8.07], [-1.46, 1.34, -1.07], [-0.08, -1.75, -0.05], [0.88, 2.21, 0.86], [10.80, 1.64, -2.71], [0.32, 0.51, -0.53], [-2.32, 0.14, -3.76], [-0.42, -0.40, -0.58], [0.20, -0.16, -2.64], [-1.09, 1.24, -1.98], [-0.24, 1.17, 6.21], [0.26, 0.01, -1.34], [-0.77, 1.31, 1.37], [4.65, -0.56, 1.22], [1.44, 0.53, 1.01], [-1.28, 0.12, 4.75], [-1.23, -2.02, 0.15], [-3.38, 4.46, -0.46], [2.01, -1.67, -0.67], [0.76, -0.12, -1.77], [0.01, -0.06, 0.34], [-0.57, 1.06, -0.12], [0.93, -0.60, 0.73], [-0.81, -2.88, 0.15], [-2.36, 0.52, 0.90], [-1.52, -4.39, 0.71], [-6.15, -2.65, 2.01], [0.51, -0.22, -0.14], [2.54, -0.50, -0.93], [-0.45, 1.49, -0.07], [-0.32, 0.50, 0.19], [-0.02, -1.71, 2.04], [0.09, -1.87, -0.95], [0.02, -0.11, -0.05], [-1.55, 0.50, 1.24], [-1.47, -1.91, -1.07], [2.31, 0.39, 4.11]], "lowdin_charge": [0.140, 0.124, -0.203, 0.142, -0.212, -0.079, 0.117, -0.396, -0.224, 0.135, 0.127, 0.145, 0.094, -0.204, -0.269, 0.132, -0.004, 0.072, -0.133, 0.110, 0.179, -0.165, -0.067, -0.170, 0.132, 0.135, -0.457, 0.174, 0.697, -0.018, -0.080, 0.033, 0.132, -0.031, 0.073, -0.071, 0.141, -0.196, -0.182, 0.126, 0.088, 0.034, -0.137, -0.194, 0.116, -0.469, 0.681, 0.109, -0.217, 0.137, 0.815, 0.128, -0.093]}

---

Record 2
{"formula": "C17H23NO4SSi", "method": "wB97M-V/def2-TZVPD", "homo_ev": -8.39, "homo_lumo_gap_ev": 8.77, "smiles": "COCCN(c1ccc([Si](C)(C)O)cc1)S(=O)(=O)c1ccccc1", "total_charge": 0, "fmax_ha_per_bohr": 0.07898, "energy_ev": -46394.84049, "species": ["Si", "H", "H", "C", "C", "C", "H", "H", "H", "H", "H", "C", "C", "C", "H", "H", "H", "C", "C", "C", "H", "H", "H", "C", "H", "O", "O", "H", "C", "H", "O", "N", "C", "C", "H", "C", "C", "H", "C", "H", "H", "C", "H", "S", "O", "H", "H"], "positions_angstrom": [[-3.39846, 1.38926, 2.55484], [-3.74570, 3.77120, 1.98560], [1.84157, -1.73879, -2.30257], [3.46168, 2.12929, -3.95618], [2.23412, 2.06482, -3.32562], [2.02092, 1.23120, -2.25166], [-2.58879, 3.70142, 3.30742], [0.94251, -2.95197, 1.51078], [-3.23594, -0.46705, 0.57246], [-1.36016, -1.56420, -0.59242], [1.43772, 2.71846, -3.62354], [4.48018, 1.34001, -3.44412], [-5.07816, 0.98621, 1.76391], [0.79514, -3.28349, -1.21719], [-4.23709, 3.36275, 3.65477], [-3.55798, -0.42184, 3.89490], [-0.41791, -4.00687, 1.79032], [0.98002, -1.83242, -1.60698], [4.29191, 0.55866, -2.33866], [-0.64793, 1.32687, 1.82825], [5.11900, -0.00308, -1.89951], [5.46842, 1.50536, -3.78664], [-0.45827, 2.07388, 2.59684], [0.17371, -0.30094, 0.23706], [-5.31508, -0.04889, 1.88470], [-3.56904, 0.54916, 3.96076], [3.26286, 0.13510, 0.91925], [1.72357, -3.82429, -0.96550], [0.40001, -3.80928, 1.08150], [0.40417, -3.80618, -2.06430], [3.63498, -1.90865, -0.67209], [1.20154, -0.98242, -0.46289], [-2.20601, -0.13447, 0.67338], [0.39914, 0.74601, 1.14622], [-5.87833, 1.56409, 2.27073], [-1.16035, -0.70632, 0.00641], [-1.93165, 0.81622, 1.63317], [0.11774, -1.46103, -2.18684], [-3.47636, 3.23246, 2.88556], [1.42557, 0.95343, 1.37607], [0.96791, -4.74320, 1.00919], [3.04895, 0.50025, -1.71604], [3.68071, 2.89942, -4.63465], [2.93054, -0.62428, -0.32579], [-0.13188, -3.48535, -0.17310], [1.06988, 1.24286, -1.70596], [-5.11935, 1.30658, 0.70817]], "forces_ev_per_a": [[-1.73, 0.67, 0.18], [-0.18, 0.09, -0.18], [-0.49, -0.20, 0.40], [-0.17, -0.68, 1.61], [-0.18, 0.29, -0.41], [-1.25, 0.04, 1.39], [0.25, -0.10, -0.13], [0.36, -0.47, -0.15], [0.26, -0.18, -0.35], [0.02, -0.30, -0.51], [-0.30, 0.15, -0.20], [0.00, 0.82, -0.03], [0.31, 1.51, -0.62], [0.41, -0.93, 0.45], [-0.30, 0.12, -0.13], [0.05, 0.74, 0.06], [-0.04, 0.07, -0.48], [-0.08, -0.06, -0.66], [0.30, -0.89, 0.91], [-0.26, -0.84, 0.08], [-0.17, 0.13, -0.26], [0.83, -0.20, -0.54], [0.00, -0.06, -0.23], [-1.01, -0.03, -0.15], [-0.20, -0.78, -0.20], [0.43, -0.72, 0.95], [-0.76, -2.23, -2.91], [0.06, 0.67, -0.04], [-0.17, 0.13, 0.64], [-0.37, -0.35, -0.80], [-1.68, 3.54, 1.08], [2.57, 0.90, 1.14], [0.34, 0.01, 0.59], [0.66, -0.66, -0.32], [0.55, -0.27, -0.04], [0.96, -0.43, -0.45], [-0.65, 1.40, 0.15], [0.14, -0.09, 0.38], [0.45, -0.39, 0.71], [0.08, 0.55, 0.08], [0.41, 0.29, 0.17], [1.38, -0.75, -0.57], [0.10, 0.60, -1.19], [-0.25, -0.91, 1.15], [-0.77, 0.23, -0.29], [0.19, -0.01, -0.50], [-0.11, -0.42, 0.21]], "lowdin_charge": [0.417, 0.032, 0.126, -0.053, -0.063, -0.061, 0.024, 0.091, 0.100, 0.096, 0.108, -0.069, -0.170, -0.201, 0.033, 0.069, 0.092, -0.196, -0.062, -0.061, 0.124, 0.101, 0.112, -0.222, 0.012, -0.158, -0.312, 0.127, -0.101, 0.116, -0.311, -0.159, -0.090, -0.023, 0.043, -0.015, -0.260, 0.136, -0.153, 0.080, 0.091, -0.280, 0.096, 0.839, -0.204, 0.122, 0.036]}